# 1
Formula: C5H7NO2S
Source: the Open Molecules 2025 dataset
Level of theory: ωB97M-V/def2-TZVPD

The geometry in ORCA input format:
```
! wB97M-V def2-TZVPD RIJCOSX def2/J DEFGRID3
* xyz 0 3
C 1.3096 -1.4513 1.1478
C -0.9961 -0.5799 1.9853
C 0.1517 -0.9048 1.3826
C -2.0513 0.5184 1.4835
C 1.6814 0.0292 -2.3445
N 2.2655 -1.9618 0.6694
O -1.0680 0.4943 -1.7817
O 0.6493 2.1654 -0.9636
S 0.2952 0.7693 -1.2468
H -1.0782 -0.9955 2.9714
H -2.2009 1.2719 2.3018
H -1.5908 0.6761 0.5543
H -3.0144 0.0815 1.2547
H 2.1124 -0.4993 -1.4990
H 1.2943 -0.4957 -3.2160
H 2.2403 0.8826 -2.6994
*
```

Results
* LUMO energy (alpha / beta): -0.09 / -2.41 eV
* E: -21713.06476 eV
* energy above the lowest of the compared OMol25 structures with the same formula, charge and spin: 16.0 kcal per mole
* M: 145.2 g/mol
* ⟨S²⟩: 2.04
* E_HOMO (alpha / beta): -8.809 / -10.184 eV

---

# 2
Formula: C5H7NO2S2
Source: the Open Molecules 2025 dataset
Level of theory: ωB97M-V/def2-TZVPD

The geometry in ORCA input format:
```
! wB97M-V def2-TZVPD RIJCOSX def2/J DEFGRID3
* xyz 0 1
C -0.4731 -0.3076 0.7245
C 1.7459 -0.4562 -0.1372
C -0.6522 0.7126 -1.0733
C -1.9040 0.2311 -1.7198
C 1.3714 -1.0104 2.0760
N 0.8624 -0.4189 0.8834
O -1.3390 -0.6685 1.4647
O 2.7964 -0.9059 -0.1895
S 0.9790 0.3613 -1.6791
S -0.7921 2.4546 -0.4245
H -2.7708 0.6506 -1.2101
H -2.1314 -0.8718 -1.6413
H -1.9715 0.6799 -2.8879
H 0.6501 -0.8912 2.9301
H 1.7043 -2.0645 2.0326
H 2.2904 -0.6285 2.4065
H -0.3659 3.1336 -1.5550
*
```

Results
* LUMO energy: 0.49 eV
* E: -32552.25558 eV
* energy above the lowest of the compared OMol25 structures with the same formula, charge and spin: 28.9 kcal per mole
* M: 177.3 g/mol
* E_HOMO: -8.985 eV

---

# 3
Formula: C5H7NO2S2
Source: the Open Molecules 2025 dataset
Level of theory: ωB97M-V/def2-TZVPD

The geometry in ORCA input format:
```
! wB97M-V def2-TZVPD RIJCOSX def2/J DEFGRID3
* xyz 0 3
C 1.3040 -1.0665 -0.4702
C 2.6404 -0.9555 -0.6447
C 1.6830 0.7897 0.8361
C 0.7130 -0.0638 0.4055
C -1.9572 -0.7321 1.6043
N -1.4826 0.2160 -1.1286
O -1.2722 1.7122 0.8771
O -0.9309 1.2480 -1.8868
S 3.2077 0.5099 0.1605
S -1.0450 0.2274 0.5618
H 0.7449 -1.8859 -0.9689
H 3.4443 -1.5631 -1.0826
H 1.5502 1.6781 1.5486
H -2.9260 -0.4872 1.3128
H -1.8403 -1.7688 1.6375
H -2.4341 0.0731 -1.2963
H -1.3992 2.0684 -1.4660
*
```

Results
* LUMO energy (alpha / beta): 0.53 / -4.01 eV
* E: -32543.44134 eV
* energy above the lowest of the compared OMol25 structures with the same formula, charge and spin: 154.1 kcal per mole
* M: 177.3 g/mol
* ⟨S²⟩: 2.01
* E_HOMO (alpha / beta): -5.417 / -8.612 eV

---

# 4
Formula: C5H7NO3
Source: the Open Molecules 2025 dataset
Level of theory: ωB97M-V/def2-TZVPD

The geometry in ORCA input format:
```
! wB97M-V def2-TZVPD RIJCOSX def2/J DEFGRID3
* xyz 0 1
C -0.2019 1.5540 0.2350
C 1.6711 -0.4061 -0.1382
C -0.9993 1.1086 -0.9616
C 0.1929 -0.4215 0.2844
C -0.3221 -1.0312 1.5163
N -0.7450 -0.3441 -0.8526
O 1.9499 -0.5147 -1.4641
O 0.0751 2.5561 0.8007
O 2.5771 -0.4154 0.6442
H -2.0141 1.5792 -1.0801
H -0.6253 1.2888 -2.0589
H -1.3332 -1.0600 1.5957
H 0.1574 -0.6106 2.4301
H 0.0940 -2.0476 1.6527
H -1.5357 -0.8268 -0.6498
H 1.0593 -0.4086 -1.9537
*
```

Results
* LUMO energy: 0.07 eV
* E: -12928.36121 eV
* energy above the lowest of the compared OMol25 structures with the same formula, charge and spin: 88.2 kcal per mole
* M: 129.1 g/mol
* E_HOMO: -8.833 eV

---

# 5
Formula: C5H7NO3
Source: the Open Molecules 2025 dataset
Level of theory: ωB97M-V/def2-TZVPD

The geometry in ORCA input format:
```
! wB97M-V def2-TZVPD RIJCOSX def2/J DEFGRID3
* xyz 0 1
C -0.0492 -0.8375 0.0630
C -1.5381 -0.3622 -0.1796
C -1.1364 0.8568 0.8224
C 0.2473 0.2986 0.7493
C 1.3577 1.1375 1.2413
N 1.1030 -2.8776 0.8553
O 0.6619 -2.0360 -0.2158
O 0.7157 -3.9653 0.7140
O 1.9451 -2.5044 1.5851
H -1.7226 -0.0114 -1.2231
H -2.4519 -0.9267 0.0148
H -1.1897 1.8554 0.4491
H -1.5522 0.6785 1.8655
H 2.2165 0.4738 1.2897
H 1.0131 1.7102 2.1045
H 1.4709 1.7860 0.4184
*
```

Results
* LUMO energy: 0.42 eV
* E: -12924.41819 eV
* structure (SMILES): CC1=C(O[N+](=O)[O-])CC1
* energy above the lowest of the compared OMol25 structures with the same formula, charge and spin: 179.1 kcal per mole
* M: 129.1 g/mol
* E_HOMO: -9.225 eV

---

# 6
Formula: C5H7NO3S
Source: the Open Molecules 2025 dataset
Level of theory: ωB97M-V/def2-TZVPD

The geometry in ORCA input format:
```
! wB97M-V def2-TZVPD RIJCOSX def2/J DEFGRID3
* xyz 0 1
C 3.4647 -1.0241 0.2289
C 3.7981 0.1802 -0.2728
C 1.7252 0.0313 -0.0197
C -3.3501 0.0173 0.0297
C -1.8255 -0.4385 -0.0447
N 2.1250 -1.0657 0.5158
O -0.9705 1.6802 1.3203
O -0.9909 1.8006 -1.2088
O 2.6369 0.8767 -0.4341
S -0.8297 1.0976 0.0364
H 3.9889 -1.8978 0.4248
H 4.6855 0.6645 -0.4755
H -3.5534 0.9272 0.6085
H -3.9060 0.0115 -1.0142
H -3.8326 -0.7473 0.5107
H -1.4818 -0.9813 -1.0489
H -1.6838 -1.1323 0.8432
*
```

Results
* LUMO energy (alpha / beta): -1.30 / -1.25 eV
* E: -23761.11772 eV
* energy above the lowest of the compared OMol25 structures with the same formula, charge and spin: 100.4 kcal per mole
* M: 161.2 g/mol
* E_HOMO (alpha / beta): -9.432 / -9.152 eV

---

# 7
Formula: C5H7NO3S
Source: the Open Molecules 2025 dataset
Level of theory: ωB97M-V/def2-TZVPD

The geometry in ORCA input format:
```
! wB97M-V def2-TZVPD RIJCOSX def2/J DEFGRID3
* xyz 0 1
C 2.0927 -3.5515 -1.4943
C 0.1776 1.3711 -0.2161
C -0.4384 1.7768 0.7256
C 0.7490 0.6955 -1.3781
C -1.0876 2.3938 1.8452
N 1.4719 -2.9710 -0.6833
O 1.0202 -2.4203 0.2518
O -2.4452 -0.3346 1.5073
O -1.4785 -1.2195 -0.5756
S -1.2833 -0.8248 0.7792
H 2.3674 -4.3514 -2.1701
H 0.3646 1.4376 -2.1993
H 0.3494 -0.3774 -1.4867
H 1.8571 0.6161 -1.4071
H -1.8690 1.8559 2.4955
H -1.5028 3.3808 1.4859
H -0.3451 2.5229 2.5202
*
```

Results
* LUMO energy: 0.05 eV
* E: -23760.32278 eV
* energy above the lowest of the compared OMol25 structures with the same formula, charge and spin: 118.7 kcal per mole
* M: 161.2 g/mol
* E_HOMO: -9.552 eV

---

# 8
Formula: C5H7NOS
Source: the Open Molecules 2025 dataset
Level of theory: ωB97M-V/def2-TZVPD

The geometry in ORCA input format:
```
! wB97M-V def2-TZVPD RIJCOSX def2/J DEFGRID3
* xyz 0 1
C 0.1794 1.2353 1.6814
C 0.9914 0.3111 1.0304
C -1.2070 0.0852 -0.6389
C -0.8458 1.9794 0.9104
C -0.3289 -2.1234 -1.7942
N -1.5415 1.0292 0.0315
O 1.1229 0.0015 -0.1575
S -1.7573 -1.0736 -1.6210
H 0.0839 1.2870 2.7560
H 1.7024 -0.3894 1.7934
H -1.5192 2.3821 1.6810
H -0.3760 2.7414 0.4573
H -0.0985 -2.2511 -2.9635
H -0.5079 -3.0532 -1.3994
H 0.5130 -1.4910 -1.3692
*
```

Results
* LUMO energy: -0.73 eV
* E: -19666.88028 eV
* energy above the lowest of the compared OMol25 structures with the same formula, charge and spin: 108.9 kcal per mole
* M: 129.2 g/mol
* E_HOMO: -7.629 eV